Density functional theory data (ωB97M-V/def2-TZVPD) for a 2-piece molecular cluster, C4H7F2N2 overall in a non-equilibrium geometry.

Structure (XYZ):
```
15
Properties=species:S:1:pos:R:3:forces:R:3
H 1.403 0.621 2.117 1.14 0.93 1.84
C -0.441 -0.999 -1.194 2.09 1.92 2.34
F -0.896 1.166 -2.065 0.88 2.34 -0.03
N 0.808 0.063 1.591 0.06 0.56 -2.60
F -0.975 -0.447 -3.527 0.21 -0.02 0.56
H -2.327 -1.668 -1.550 -0.38 -0.79 -0.32
H -2.564 -0.298 -0.564 -0.21 1.24 0.69
H 0.058 -0.384 2.032 -1.12 -0.81 0.54
H -0.033 -1.994 -1.225 0.54 0.07 0.00
H 2.358 1.527 0.461 0.61 0.59 -0.46
C -0.971 -0.111 -2.227 -1.47 -1.47 -0.32
H 1.980 1.045 -1.254 -0.68 0.69 2.60
C -1.884 -0.751 -1.230 -0.02 -1.30 -0.88
C 0.841 0.327 0.299 -1.99 -2.79 -2.07
N 1.697 1.175 -0.216 0.32 -1.16 -1.90
```
Forces are in eV/Å.

Results
- E_HOMO: -0.541 hartree
- HOMO-LUMO gap: 9.55 eV
- ΔE to the lowest compared entry with this formula, charge and spin: 344.7 kJ/mol
- Energy: -465.461419 a.u.
- Net charge: +1
- 2S+1: 1
- LUMO: -5.18 eV

Löwdin atomic charge list, values in e, 6 entries: 0.10 0.14 0.17 0.19 0.15 0.13

---

Density functional theory data (ωB97M-V/def2-TZVPD) for a 2-piece molecular cluster, C9H14O overall in a non-equilibrium geometry.

Structure (XYZ):
```
24
Properties=species:S:1:pos:R:3:forces:R:3
O 1.376 -2.142 0.842 -0.38 0.35 0.37
H -1.363 3.208 2.137 -0.40 -0.55 0.48
H -2.062 0.480 -0.247 -0.49 -0.43 0.54
H 2.258 -2.038 1.189 0.51 -0.19 0.15
C 0.739 -0.928 1.006 0.46 -0.81 -0.12
H 0.309 -2.370 -3.450 -0.16 0.04 -0.09
H -2.595 2.362 1.046 -0.06 -0.15 0.73
H 2.421 0.195 1.809 0.01 -0.10 0.08
C 0.491 -1.373 -3.052 -0.37 -0.36 0.82
H -1.073 -1.840 0.326 0.16 -0.12 -0.59
C -0.574 -0.908 0.531 -0.06 0.84 -0.07
C -0.629 1.476 1.017 -1.98 -1.44 -1.24
C 0.642 1.360 1.476 0.92 1.71 1.46
H -1.434 3.457 0.491 0.32 -0.40 -0.19
C -1.561 2.642 1.229 0.74 1.39 -1.35
H -1.278 -0.117 -2.602 0.37 0.05 0.34
H 0.521 -1.482 -1.964 0.21 -0.07 -0.10
H -1.270 -0.719 -4.179 0.43 0.28 -0.39
H -0.068 0.569 -3.704 -0.50 0.18 -0.24
C -0.586 -0.343 -3.413 -0.07 -0.33 -0.19
H 1.487 -1.090 -3.369 0.12 0.20 -0.16
C -1.201 0.317 0.391 0.90 0.86 0.77
C 1.385 0.198 1.501 -0.67 -0.74 -0.99
H 1.082 2.259 1.917 0.01 -0.21 -0.03
```
Forces are in eV/Å.

Results
- E_HOMO: -0.304 hartree
- HOMO-LUMO gap: 9.17 eV
- ΔE to the lowest compared entry with this formula, charge and spin: 81.5 kJ/mol
- Energy: -426.541760 a.u.
- Structure (SMILES): Cc1ccc(O)cc1.CC
- 2S+1: 1
- LUMO: 0.91 eV

Löwdin atomic charge list, values in e, 6 entries: 0.04 0.08 0.11 0.09 -0.32 0.06

---

Density functional theory data (ωB97M-V/def2-TZVPD) for C6H7Br9O3 as an isolated structure in a non-equilibrium geometry.

Structure (XYZ):
```
25
Properties=species:S:1:pos:R:3:forces:R:3
H 1.725 -2.164 -4.843 -0.65 0.03 0.01
H -3.260 6.863 -1.214 0.10 0.41 0.12
Br -1.818 -0.086 0.945 1.54 -1.04 0.96
H -0.358 -1.219 2.858 -0.10 0.19 -0.40
C 1.549 -1.552 -5.727 0.96 1.06 -0.30
H 2.960 -0.716 -7.132 -0.29 -0.39 -0.35
Br -5.132 7.972 0.017 0.50 0.00 -0.59
C 2.781 -0.747 -6.057 1.43 -0.70 -2.75
Br -0.207 -7.202 11.382 0.06 0.32 -0.38
C 0.410 -5.378 11.120 -0.19 -0.06 -0.24
O 2.498 0.610 -5.788 1.01 0.24 1.31
C -3.569 7.908 -1.166 0.20 0.32 0.65
O 0.655 -0.458 -5.494 -2.67 -3.71 0.23
H 1.450 -5.415 11.442 -0.41 0.49 0.13
Br -0.699 -4.203 12.272 0.88 -0.43 -0.93
H 1.299 -2.118 -6.624 -0.64 -0.14 0.47
Br 0.519 -4.834 9.192 -0.34 -0.32 1.41
Br -3.992 8.422 -2.999 0.32 0.05 0.88
O 0.621 1.716 -5.031 2.56 -3.59 -1.47
Br -1.198 -3.199 1.521 0.59 0.89 0.23
Br 1.344 -1.210 0.953 -1.21 -0.04 0.55
H 3.713 -1.221 -5.750 0.08 0.85 1.19
Br -2.078 8.948 -0.256 -1.11 -0.78 -1.06
C -0.441 -1.389 1.784 -0.82 0.01 -1.34
C 1.228 0.673 -5.403 -1.80 6.35 1.66
```
Forces are in eV/Å.

Results
- E_HOMO: -0.377 hartree
- HOMO-LUMO gap: 9.67 eV
- ΔE to the lowest compared entry with this formula, charge and spin: 160.4 kJ/mol
- Energy: -23624.581818 a.u.
- 2S+1: 1
- LUMO: -0.59 eV

Löwdin atomic charge list, values in e, 6 entries: 0.13 -0.03 0.45 -0.02 -0.08 0.13

---

Density functional theory data (ωB97M-V/def2-TZVPD) for an isolated molecule of C3H5NO2.

Structure (XYZ):
```
11
Properties=species:S:1:pos:R:3:forces:R:3
H -0.442 0.862 -1.386 -0.05 -0.21 0.02
O 1.700 -0.678 -0.536 -0.04 0.46 0.45
C 0.232 0.018 1.221 0.18 -0.06 0.15
H 2.222 0.904 0.596 -0.07 -0.08 0.00
C 1.492 0.103 0.362 0.10 -0.29 -0.39
O -0.972 0.322 0.535 -0.20 0.07 0.05
H -1.816 -0.665 -2.309 -0.01 0.00 0.07
H 0.179 -1.010 1.597 0.00 0.04 -0.03
H 0.287 0.705 2.069 0.04 -0.07 -0.12
C -1.044 0.144 -0.815 -0.17 -0.24 -0.30
N -1.822 -0.721 -1.292 0.22 0.38 0.10
```
Forces are in eV/Å.

Results
- E_HOMO: -0.375 hartree
- HOMO-LUMO gap: 10.50 eV
- ΔE to the lowest compared entry with this formula, charge and spin: 221.9 kJ/mol
- Energy: -322.489816 a.u.
- Structure (SMILES): [H]/N=C/OCC=O
- 2S+1: 1
- LUMO: 0.29 eV

Löwdin atomic charge list, values in e, 6 entries: 0.13 0.06 -0.15 0.13 -0.22 -0.08

---

Density functional theory data (ωB97M-V/def2-TZVPD) for C40H49ClCsGeINO7P2 as an isolated structure in a non-equilibrium geometry.

Structure (XYZ):
```
103
Properties=species:S:1:pos:R:3:forces:R:3
H 0.990 -4.539 -5.568 0.00 0.00 0.00
C -4.989 -2.215 0.307 -0.05 0.00 0.04
C 0.045 -2.236 3.077 0.05 -0.03 0.13
O 1.654 0.387 -1.150 1.19 -0.21 0.03
C 2.377 -3.933 0.172 0.16 0.00 0.03
C 1.404 1.845 4.496 -0.05 0.07 -0.02
C -1.857 -2.235 -4.364 -0.11 0.09 0.04
H 0.431 -4.230 3.742 -0.01 0.01 0.00
H 0.997 1.851 6.601 0.02 0.01 -0.01
H 2.295 4.772 -1.699 0.01 -0.01 0.02
C 0.641 -3.212 4.068 -0.04 0.04 -0.02
H 3.154 3.235 -1.649 -0.01 -0.04 0.00
H -5.138 -5.326 -1.010 0.01 0.00 -0.01
O 0.694 1.563 3.256 0.09 -0.13 0.07
H 1.014 4.184 0.322 0.08 0.03 -0.03
H 0.466 0.379 5.774 -0.01 -0.03 -0.02
H 3.233 5.315 0.660 -0.02 0.01 0.00
H -1.904 -2.130 3.962 -0.02 0.04 0.01
H 2.744 0.139 4.544 -0.04 -0.03 -0.02
H 1.899 -2.365 -1.214 0.01 0.00 -0.01
H -2.664 -1.589 -4.034 0.00 -0.01 -0.01
H 1.506 2.932 4.457 -0.02 -0.06 0.04
C 0.518 -5.134 1.092 0.04 -0.02 0.00
H 3.448 -3.781 0.093 -0.02 0.01 -0.01
H 5.518 -1.414 -1.347 -0.01 0.02 -0.02
C 2.787 1.229 4.537 0.04 0.04 0.03
C 3.076 4.271 0.936 -0.03 0.03 -0.05
C -3.820 5.416 -1.765 -0.18 -0.01 0.01
H -0.019 5.234 -1.981 -0.01 -0.01 0.00
C 1.959 3.679 0.102 -0.10 -0.05 0.01
H -1.776 -3.287 2.632 0.04 -0.01 0.00
P 2.288 0.947 0.059 0.10 0.42 0.10
C -2.967 -2.706 -0.919 0.00 -0.25 -0.14
C 2.217 3.728 -1.389 -0.02 0.05 -0.07
C -1.461 -2.303 2.980 -0.06 -0.08 0.00
H -6.468 -3.767 0.378 0.00 0.01 0.01
H 0.124 -5.916 1.731 0.00 -0.01 0.00
N -1.749 4.160 -1.821 0.11 0.02 -0.02
H 2.571 -5.544 1.574 0.00 -0.01 0.01
C -5.491 -3.474 0.017 -0.05 0.02 0.03
H -1.829 -1.556 2.278 -0.05 -0.04 0.05
C -5.233 5.373 -1.669 0.04 -0.11 0.00
O 3.852 1.230 -0.069 -0.10 -0.08 -0.03
I -6.221 1.181 -1.433 -0.04 -0.12 0.00
H 2.819 4.230 1.994 0.01 -0.01 0.02
C -3.100 4.193 -1.760 -0.26 0.10 -0.02
H -5.576 -1.508 0.879 -0.02 -0.01 0.00
O -3.120 1.833 -1.700 -1.74 0.33 -0.64
C -3.083 6.613 -1.863 0.18 0.00 -0.01
C 5.917 1.346 -1.251 -0.08 -0.02 -0.01
H 4.007 3.727 0.772 0.00 -0.02 -0.01
H 1.399 3.273 -1.950 0.04 -0.02 0.02
C -1.719 6.556 -1.946 -0.16 -0.05 0.01
H 2.953 -0.011 2.157 0.01 0.03 0.04
C -1.101 5.295 -1.917 0.15 0.04 0.02
H -6.969 4.163 -1.498 -0.01 0.04 0.00
C -0.949 -2.742 -3.435 -0.04 -0.11 0.03
O 1.705 2.323 0.574 0.20 -0.30 -0.01
H 5.690 2.365 -1.560 -0.01 0.02 0.01
C -4.746 -4.348 -0.761 -0.06 -0.02 0.01
H 0.793 -3.978 -3.183 -0.02 0.00 -0.03
H 6.546 0.889 -2.015 -0.02 -0.02 -0.01
H -1.417 -4.504 0.441 0.01 -0.01 -0.02
H -3.606 7.559 -1.875 -0.01 0.01 0.00
C 0.078 -3.569 -3.889 0.12 -0.02 0.17
Ge -1.157 -2.304 -1.550 0.05 -0.17 0.03
H 3.284 1.544 5.456 -0.01 0.01 -0.02
C -5.890 4.178 -1.576 0.02 0.14 0.00
C -3.501 -3.961 -1.228 0.18 -0.10 -0.12
C -1.746 -2.552 -5.708 0.00 0.01 -0.04
O -0.559 0.324 1.448 0.02 -0.54 1.65
C 1.507 -3.144 -0.568 0.09 0.20 -0.09
H 3.972 -1.428 -0.498 0.01 0.00 0.00
C -0.720 -3.380 -6.145 -0.01 0.00 -0.03
H 4.061 0.536 -1.998 0.04 -0.03 0.01
H -1.118 7.451 -2.030 0.00 0.02 0.00
C 0.131 -3.330 -0.483 -0.33 -0.26 -0.04
H 3.394 1.569 3.698 0.02 -0.01 -0.03
H -3.410 -0.823 0.042 0.12 -0.02 0.05
C -0.349 -4.339 0.358 -0.07 0.03 0.02
H -0.449 1.885 5.584 -0.01 -0.01 0.01
C 1.887 -4.928 1.005 0.00 -0.03 0.01
Cs -0.969 1.054 -0.927 0.34 0.54 -1.18
C 4.909 -0.881 -0.616 -0.03 -0.02 -0.04
C 4.647 0.539 -1.076 0.06 -0.01 -0.01
O 0.423 -0.887 3.535 0.08 -0.09 -0.25
H -2.460 -2.152 -6.416 -0.01 0.00 -0.01
C -5.184 2.974 -1.584 -0.03 0.07 0.00
H 6.480 1.380 -0.318 -0.01 0.00 0.03
H -0.634 -3.628 -7.195 0.00 0.00 0.00
Cl -6.150 6.858 -1.661 -0.05 0.07 0.00
P 0.534 0.240 2.427 0.45 0.24 0.10
C -3.789 2.901 -1.688 0.03 0.18 0.01
H 0.207 -3.071 5.058 0.00 0.06 0.01
H -2.935 -4.649 -1.849 -0.01 0.01 0.02
H 1.722 -3.089 4.132 0.02 0.00 0.01
C 2.077 -0.088 1.517 -0.14 -0.09 0.23
H 5.441 -0.878 0.337 0.00 0.01 0.03
H 2.008 -1.117 1.152 0.04 -0.03 -0.01
H 0.496 -2.397 2.093 -0.06 0.00 0.03
C 0.192 -3.889 -5.233 0.02 0.00 -0.06
C 0.549 1.461 5.687 -0.03 0.01 -0.08
C -3.737 -1.837 -0.158 -0.04 0.28 -0.01
```
Forces are in eV/Å.

Results
- E_HOMO (spin up / spin down): -0.228 / -0.228 hartree
- HOMO-LUMO gap (spin up / spin down): 6.21 / 5.48 eV
- ΔE to the lowest compared entry with this formula, charge and spin: 118.1 kJ/mol
- Energy: -5672.910363 a.u.
- 2S+1: 2
- LUMO (spin up / spin down): 0.02 / -0.72 eV
- ⟨S²⟩: 0.7538

Löwdin atomic charge list, values in e, 6 entries: 0.10 -0.10 -0.42 -0.45 -0.09 -0.41